Record 1
The following is a DFT calculation (ωB97M-V with the def2-TZVPD basis set) of 2 unconnected molecules or ions with the total composition C5H12NO.

XYZ file:
```
19
Properties=species:S:1:pos:R:3
O 0.873 -0.069 1.443
N 0.134 -2.374 -0.464
C -0.137 1.645 0.156
C -0.193 3.045 -0.383
C 0.821 1.221 0.962
C 0.501 -1.425 -1.218
C -1.200 -2.455 0.167
H -0.933 0.973 -0.153
H 1.608 1.888 1.291
H -0.195 -0.636 -1.478
H -1.917 -2.015 -0.517
H 0.716 3.590 -0.143
H 0.824 -3.077 -0.216
H -1.155 -1.909 1.104
H 1.506 -1.416 -1.613
H -1.050 3.571 0.026
H -1.421 -3.503 0.335
H 1.514 -0.103 2.166
H -0.295 3.050 -1.467
```

Calculated values
- Max |F|: 0.49 eV Å⁻¹
- Total charge: +1
- Highest occupied orbital energy: -12.3 eV
- Spin multiplicity: 1
- Lowest unoccupied orbital energy: -0.176 hartree
- Frontier orbital gap: 7.53 eV

---

Record 2
The following is a DFT calculation (ωB97M-V with the def2-TZVPD basis set) of a molecular structure, C24H45ClO4P2Yb in a non-equilibrium geometry.

XYZ file:
```
77
Properties=species:S:1:pos:R:3
Yb -0.301 0.097 -0.151
Cl 0.997 -0.710 4.586
P 1.834 1.987 1.377
P 1.083 -2.466 0.635
O 1.503 0.666 4.988
O 1.818 -1.741 5.307
O -0.436 -0.815 5.045
O -0.296 0.624 1.952
C -1.679 0.871 1.990
C -2.340 -0.476 1.726
C -0.101 1.582 -3.989
C -1.798 3.068 0.576
C 2.600 -2.846 -0.327
C -3.326 -1.757 -0.247
C -0.995 0.452 -4.580
C -1.989 1.503 3.353
C 2.164 -0.273 -3.633
C 1.625 2.792 2.993
C 3.521 1.339 1.671
C -0.041 -1.664 -3.662
C -2.794 -0.533 0.429
C -2.106 1.638 0.737
C -1.086 -0.835 -3.804
C 1.299 -1.382 -4.289
C 2.151 3.449 0.315
C -3.101 1.143 -1.566
C 0.012 -3.781 -0.084
C 1.578 0.499 -2.478
C 1.502 -3.266 2.231
C -2.364 -1.542 2.727
C 0.548 1.364 -2.646
C -2.694 0.791 -0.174
H 2.471 0.425 -4.432
H 3.939 0.972 0.724
H 1.590 2.014 3.791
H -3.392 -1.888 2.918
H -1.405 3.293 -0.429
H -2.389 1.824 -2.055
H -0.144 -2.660 -3.214
H -3.190 0.254 -2.199
H -0.736 2.481 -3.904
H 2.172 0.434 -1.551
H 3.331 -2.040 -0.175
H -0.641 0.250 -5.607
H 3.438 0.506 2.384
H -4.077 1.650 -1.560
H -2.020 0.844 -4.689
H 1.833 -4.301 2.061
H 2.363 -2.896 -1.400
H 4.145 2.140 2.093
H 1.876 -2.322 -4.268
H -3.047 -1.811 -1.315
H 2.472 3.474 3.157
H 3.092 -0.750 -3.276
H -1.421 1.013 4.155
H -2.714 3.666 0.697
H 1.168 -1.128 -5.354
H -3.060 1.416 3.566
H -4.428 -1.796 -0.205
H 0.620 -3.260 2.889
H -1.069 3.412 1.324
H 2.562 3.109 -0.646
H 2.286 -2.699 2.749
H 3.023 -3.802 0.017
H 0.267 2.120 -1.891
H -0.699 -4.158 0.665
H 0.642 -4.604 -0.450
H 1.193 3.955 0.122
H -1.724 2.568 3.339
H -2.943 -2.670 0.236
H 2.847 4.128 0.825
H -0.558 -3.363 -0.928
H -2.103 -1.134 -3.520
H -1.772 -2.408 2.402
H 0.678 3.346 3.010
H 0.665 1.831 -4.745
H -1.929 -1.212 3.680
```

Calculated values
- Max |F|: 3.50 eV Å⁻¹
- Expectation value of S²: 0.75
- Total charge: +1
- Highest occupied orbital energy (alpha / beta): -10.1 / -10.1 eV
- Spin multiplicity: 2
- Lowest unoccupied orbital energy (alpha / beta): -0.148 / -0.181 hartree
- Frontier orbital gap (alpha / beta): 6.04 / 5.14 eV

---

Record 3
The following is a DFT calculation (ωB97M-V with the def2-TZVPD basis set) of a single C23H26N4O4 molecule in a non-equilibrium geometry.

XYZ file:
```
57
Properties=species:S:1:pos:R:3
O -4.503 -1.523 1.635
O -3.532 3.608 0.652
O -1.447 3.502 -1.138
O -0.080 -1.793 -2.612
N 3.257 0.460 -0.133
N 1.251 -1.198 -0.852
N 5.486 0.071 -0.334
N -2.875 -2.662 0.376
C -1.958 2.400 -0.675
C -2.966 -0.058 0.326
C -1.238 0.920 -0.998
C -4.295 -4.322 -0.138
C -1.835 -2.589 -0.191
C 1.385 -0.723 0.423
C -0.415 3.544 -1.768
C -4.702 3.644 1.245
C 2.061 0.591 0.632
C 6.986 -0.274 1.704
C 2.981 0.343 -1.587
C 4.449 0.196 0.471
C -3.058 2.527 0.293
C -1.792 -0.087 -0.511
C -3.441 -1.286 0.912
C 0.089 -1.293 -1.578
C 4.618 0.530 1.938
C 2.538 -1.214 -1.632
C -1.265 -1.505 -0.521
C -3.454 -3.777 0.888
C 5.977 0.162 2.335
C -3.472 1.095 0.738
C 6.676 -0.386 -0.070
H -4.105 -3.440 1.986
H -5.170 -3.694 -0.548
H -4.631 -5.277 0.080
H 2.215 -1.521 0.841
H -0.567 2.945 -2.724
H 2.203 0.833 1.615
H 6.068 0.292 3.612
H 1.388 1.351 0.133
H -3.574 -4.397 -1.133
H -2.604 -4.512 1.322
H 0.374 -0.871 0.846
H -5.002 4.806 1.560
H 7.322 -0.846 -0.615
H 2.296 1.109 -1.893
H 7.885 -0.569 1.810
H 4.213 0.247 -2.020
H -5.507 3.237 0.938
H 4.050 0.659 2.687
H 2.353 -1.463 -2.681
H -1.313 -3.563 -0.371
H -4.389 1.274 1.131
H 3.177 -1.770 -1.400
H -0.390 1.149 -1.510
H -0.194 4.465 -2.097
H 0.682 3.328 -1.483
H -4.542 3.299 2.513
```

Calculated values
- SMILES: CCn1cc(C(=O)N2CCN(c3ccccn3)CC2)c2cc(OC)c(OC)cc2c1=O
- Max |F|: 16.89 eV Å⁻¹
- Highest occupied orbital energy: -7.3 eV
- Spin multiplicity: 1
- Lowest unoccupied orbital energy: -0.010 hartree
- Frontier orbital gap: 7.07 eV